Record 1
The following is a DFT calculation (ωB97M-V/def2-TZVPD) of an isolated molecule of C4H8O2.

```
! wB97M-V def2-TZVPD RIJCOSX def2/J DEFGRID3
* xyz 0 1
O -2.00 1.17 0.31
C -1.01 0.20 0.55
C -0.49 -0.64 -0.64
C 0.92 -0.55 -0.02
O 1.99 -0.20 -0.87
C 0.44 0.63 0.85
H -1.74 1.64 -0.49
H -1.41 -0.44 1.34
H -0.51 -0.06 -1.57
H -0.94 -1.63 -0.82
H 1.17 -1.43 0.59
H 2.12 -0.94 -1.48
H 0.69 1.57 0.35
H 0.77 0.68 1.89
*
```

The LUMO energy comes out at 0.910 eV. For the energy relative to the best compared isomer or geometry (same formula, charge and spin), the calculation gives 1.606 eV. The HOMO energy comes out at -0.3719 Ha. For the HOMO-LUMO gap, the calculation gives 11.029 eV.

Record 2
The following is a DFT calculation (ωB97M-V/def2-TZVPD) of a cluster of 2 separate species, C8H12O2 in total.

```
! wB97M-V def2-TZVPD RIJCOSX def2/J DEFGRID3
* xyz 0 1
C -1.16 -1.07 -1.47
C -0.77 -0.08 -0.42
C -0.24 1.19 -0.74
C -0.08 2.15 0.23
C -0.40 1.87 1.56
O -0.04 2.79 2.53
C -1.12 0.73 1.87
C -1.38 -0.16 0.84
H -0.62 -0.79 -2.38
H -2.15 -1.26 -1.89
H -0.69 -2.01 -1.27
H -0.02 1.41 -1.77
H 0.29 3.14 0.04
H -0.82 3.19 2.93
H -1.42 0.53 2.89
H -1.87 -1.11 1.06
C 2.13 -2.01 -0.95
O 2.38 -1.02 0.06
H 3.03 -2.08 -1.56
H 1.23 -1.85 -1.52
H 2.18 -2.93 -0.40
H 1.54 -0.63 0.33
*
```

The LUMO energy comes out at 0.720 eV. For the energy relative to the best compared isomer or geometry (same formula, charge and spin), the calculation gives 1.108 eV. The HOMO energy comes out at -0.3308 Ha. For the HOMO-LUMO gap, the calculation gives 9.723 eV.

Record 3
The following is a DFT calculation (ωB97M-V/def2-TZVPD) of a structure of composition C28H20Cl3O7ReS2Si.

```
! wB97M-V def2-TZVPD RIJCOSX def2/J DEFGRID3
* xyz -1 4
Re -1.24 -1.65 -0.18
Cl -0.89 -5.50 5.81
C -1.29 -4.82 4.26
C -0.66 -3.66 3.84
C -1.00 -3.17 2.60
Cl -0.23 -1.70 2.02
C -1.95 -3.74 1.74
O -2.27 -3.23 0.58
C -2.55 -4.92 2.23
Cl -3.72 -5.71 1.24
C -2.23 -5.45 3.46
H 0.08 -3.17 4.45
H -2.71 -6.35 3.80
O -1.39 -3.06 -3.92
C -1.13 -2.81 -2.78
O -1.83 -1.94 -2.04
C 0.07 -3.44 -2.00
O 0.82 -4.23 -2.51
O 0.16 -2.99 -0.77
O -0.06 -0.16 -0.61
Si 1.00 1.00 -0.94
C 2.18 1.18 0.52
C 3.52 0.82 0.45
C 4.34 0.92 1.57
C 3.83 1.38 2.77
C 2.49 1.75 2.86
C 1.68 1.65 1.74
C 1.99 0.60 -2.48
C 2.83 1.56 -3.06
C 3.57 1.26 -4.20
C 3.48 0.00 -4.77
C 2.65 -0.96 -4.21
C 1.92 -0.65 -3.07
C 0.14 2.65 -1.15
C -1.18 2.71 -1.62
C -1.82 3.93 -1.80
C -1.16 5.11 -1.52
C 0.15 5.08 -1.05
C 0.79 3.86 -0.87
H 3.93 0.45 -0.48
H 5.39 0.63 1.50
H 4.47 1.46 3.64
H 2.09 2.10 3.79
H 0.64 1.94 1.82
H 2.90 2.55 -2.63
H 4.21 2.01 -4.64
H 4.06 -0.23 -5.66
H 2.57 -1.95 -4.65
H 1.28 -1.41 -2.63
H -1.71 1.79 -1.83
H -2.84 3.95 -2.15
H -1.66 6.06 -1.65
H 0.67 6.00 -0.83
H 1.80 3.85 -0.48
C -5.28 1.75 2.48
O -4.70 1.15 1.33
C -3.64 0.35 1.49
S -3.05 -0.05 2.98
S -3.22 -0.27 -0.07
H -6.07 2.40 2.09
H -4.54 2.33 3.03
H -5.70 0.99 3.14
*
```

The LUMO energy (spin up / spin down) comes out at 2.353 / 1.799 eV. As for the expectation value of S²: 3.765. For the energy relative to the best compared isomer or geometry (same formula, charge and spin), the calculation gives 0.000 eV. The HOMO energy (spin up / spin down) comes out at -0.1998 / -0.2189 Ha. For the HOMO-LUMO gap (spin up / spin down), the calculation gives 7.788 / 7.756 eV.

Record 4
The following is a DFT calculation (ωB97M-V/def2-TZVPD) of a structure of composition C37H32MnNP2S.

```
! wB97M-V def2-TZVPD RIJCOSX def2/J DEFGRID3
* xyz 2 5
C 0.66 -1.45 -2.15
C -0.40 -1.91 -1.34
C -1.71 -1.89 -1.85
C -1.94 -1.53 -3.17
C -0.87 -1.19 -4.01
C 0.43 -1.17 -3.49
P -0.07 -2.26 0.42
C -1.35 -3.38 1.06
C -2.44 -2.91 1.84
C -3.49 -3.77 2.15
C -3.45 -5.11 1.74
C -2.35 -5.59 1.02
C -1.30 -4.73 0.69
Mn 0.00 -0.06 1.34
P 0.06 2.12 0.54
C -1.32 1.96 -0.63
C -1.12 2.25 -1.98
C -2.17 2.13 -2.89
C -3.46 1.81 -2.44
C -3.67 1.55 -1.09
C -2.62 1.63 -0.18
C -0.23 3.51 1.69
C 0.66 3.66 2.77
C 0.43 4.64 3.73
C -0.63 5.54 3.59
C -1.47 5.44 2.47
C -1.28 4.42 1.53
C 1.65 2.35 -0.29
C 2.65 1.35 -0.16
C 3.86 1.50 -0.83
C 4.11 2.64 -1.61
C 3.15 3.65 -1.69
C 1.92 3.51 -1.03
C 1.56 -3.07 0.53
C 2.07 -3.77 -0.57
C 3.37 -4.30 -0.53
C 4.16 -4.15 0.62
C 3.63 -3.49 1.74
C 2.34 -2.96 1.70
H 1.51 2.98 2.88
H 1.05 4.67 4.63
H -0.77 6.34 4.30
H -2.29 6.14 2.34
H -1.96 4.32 0.68
H -0.15 2.64 -2.28
H -2.00 2.33 -3.95
H -4.29 1.78 -3.15
H -4.67 1.31 -0.73
H -2.79 1.48 0.89
H 2.46 0.47 0.46
H 4.61 0.72 -0.76
H 5.06 2.74 -2.13
H 3.35 4.55 -2.28
H 1.18 4.30 -1.09
H 1.48 -3.89 -1.47
H 3.76 -4.81 -1.41
H 5.17 -4.56 0.64
H 4.24 -3.38 2.64
H 1.96 -2.44 2.58
H -2.47 -1.87 2.16
H -4.35 -3.40 2.71
H -4.28 -5.78 1.97
H -2.32 -6.63 0.70
H -0.45 -5.10 0.12
H -2.54 -2.18 -1.21
H -2.96 -1.51 -3.56
H -1.05 -0.92 -5.06
H 1.27 -0.90 -4.12
H 1.67 -1.34 -1.75
H 0.20 1.24 -3.63
H 0.90 1.53 -3.57
S 0.49 -0.44 3.59
C -0.02 0.89 4.48
N -0.35 1.81 5.13
*
```

The LUMO energy (spin up / spin down) comes out at -7.708 / -10.702 eV. As for the expectation value of S²: 6.379. For the energy relative to the best compared isomer or geometry (same formula, charge and spin), the calculation gives 1.080 eV. The HOMO energy (spin up / spin down) comes out at -0.5155 / -0.5049 Ha. For the HOMO-LUMO gap (spin up / spin down), the calculation gives 6.320 / 3.038 eV.

Record 5
The following is a DFT calculation (ωB97M-V/def2-TZVPD) of an isolated molecule of C17H18BrClN6.

```
! wB97M-V def2-TZVPD RIJCOSX def2/J DEFGRID3
* xyz 0 1
C 2.22 5.97 -3.12
N 1.85 4.58 -2.77
C 2.62 3.88 -1.74
C 2.21 2.39 -1.73
N 0.74 2.25 -1.47
C 0.21 1.29 -0.63
C -0.86 1.54 0.23
C -1.36 0.58 1.15
Cl -2.59 0.97 2.33
C -0.86 -0.73 1.04
N -1.18 -1.89 1.75
C -0.35 -2.79 1.33
N -0.33 -4.14 1.68
C -1.19 -4.87 2.46
C -2.47 -4.53 2.89
C -3.22 -5.43 3.59
C -2.65 -6.69 3.80
Br -3.61 -8.12 4.70
C -1.40 -7.03 3.24
N -0.66 -6.09 2.64
N 0.46 -2.30 0.34
C 0.18 -0.98 0.17
C 0.75 0.01 -0.63
C -0.07 3.01 -2.42
C 0.37 4.45 -2.56
H 3.20 5.97 -3.65
H 1.50 6.45 -3.79
H 2.40 6.58 -2.21
H 2.49 4.34 -0.74
H 3.69 3.98 -1.99
H 2.73 1.86 -0.95
H 2.44 1.91 -2.67
H -1.31 2.53 0.30
H 0.53 -4.67 1.54
H -2.85 -3.54 2.63
H -4.23 -5.18 3.94
H -1.01 -8.01 3.39
H 1.12 -2.82 -0.20
H 1.53 -0.26 -1.31
H -1.12 3.05 -2.19
H 0.07 2.55 -3.39
H 0.14 5.00 -1.60
H -0.15 4.91 -3.38
*
```

The LUMO energy comes out at 0.541 eV. For the energy relative to the best compared isomer or geometry (same formula, charge and spin), the calculation gives 0.000 eV. The HOMO energy comes out at -0.2756 Ha. For the HOMO-LUMO gap, the calculation gives 8.040 eV.

Record 6
The following is a DFT calculation (ωB97M-V/def2-TZVPD) of an isolated molecule of C9H11NO2S.

```
! wB97M-V def2-TZVPD RIJCOSX def2/J DEFGRID3
* xyz 0 1
C 0.86 0.14 -0.93
C -0.02 -0.27 0.11
C 0.60 -0.58 1.40
C 0.71 0.72 -2.26
C -0.35 -0.88 2.32
C -1.48 -0.33 0.32
C 2.00 -0.69 1.73
C 1.30 2.04 -2.57
C -2.47 -0.12 -0.77
N -1.64 -0.70 1.58
O -0.49 -1.28 3.47
O -2.65 -1.03 2.35
S 0.40 -0.06 -3.70
H 1.88 0.20 -0.76
H 2.74 0.15 1.32
H 2.56 -1.69 1.38
H 2.16 -0.77 2.89
H 2.31 1.89 -2.70
H 1.11 2.64 -1.73
H 0.86 2.35 -3.61
H -3.44 -0.02 -0.29
H -2.60 -0.98 -1.46
H -2.24 0.63 -1.38
H -2.10 -1.36 3.26
*
```

The LUMO energy comes out at -1.384 eV. For the energy relative to the best compared isomer or geometry (same formula, charge and spin), the calculation gives 5.909 eV. The HOMO energy comes out at -0.2782 Ha. For the HOMO-LUMO gap, the calculation gives 6.185 eV.

Record 7
The following is a DFT calculation (ωB97M-V/def2-TZVPD) of a cluster of 4 separate species, CH10N2O3 in total.

```
! wB97M-V def2-TZVPD RIJCOSX def2/J DEFGRID3
* xyz 0 1
N -1.82 -0.84 -0.22
C -0.46 -0.47 -0.60
N -0.24 0.93 -0.40
H -2.08 -0.28 0.62
H -2.51 -0.70 -0.96
H -0.24 -0.76 -1.62
H -0.62 1.53 -1.13
H 2.09 -0.23 0.07
H -0.57 1.22 0.55
O 1.99 0.14 1.01
H 0.27 -0.99 0.01
H -1.81 1.05 2.65
O -1.69 0.93 1.70
H 2.84 -1.18 -1.69
H 2.82 0.52 1.31
O 2.02 -0.85 -1.30
*
```

The LUMO energy comes out at -4.984 eV. For the energy relative to the best compared isomer or geometry (same formula, charge and spin), the calculation gives 8.747 eV. The HOMO energy comes out at -0.3353 Ha. For the HOMO-LUMO gap, the calculation gives 4.140 eV.

Record 8
The following is a DFT calculation (ωB97M-V/def2-TZVPD) of an isolated molecule of C17H29NO4.

```
! wB97M-V def2-TZVPD RIJCOSX def2/J DEFGRID3
* xyz 0 1
C 0.86 -1.60 3.86
O 0.32 -1.44 2.58
C -0.81 -2.24 2.35
C -1.34 -1.99 0.93
N -1.63 -0.61 0.67
C -2.74 -0.05 1.43
C -2.31 0.60 2.77
O -2.88 1.86 2.99
C -2.21 2.92 2.34
C -1.00 0.23 -0.20
O -1.42 1.37 -0.33
C 0.19 -0.23 -1.02
C -0.10 -1.29 -2.10
C 1.12 -1.19 -3.03
C 1.95 -0.01 -2.46
C 2.95 0.58 -3.43
C 2.55 -0.60 -1.20
O 3.69 -0.92 -1.02
C 1.40 -0.75 -0.22
C 0.85 0.90 -1.87
C -0.06 1.53 -2.92
C 1.44 2.04 -1.03
H 1.73 -0.94 3.92
H 0.14 -1.32 4.64
H 1.18 -2.63 4.03
H -1.59 -2.02 3.10
H -0.55 -3.31 2.45
H -0.60 -2.35 0.22
H -2.25 -2.58 0.80
H -3.20 0.73 0.82
H -3.47 -0.83 1.60
H -1.21 0.66 2.80
H -2.65 -0.02 3.61
H -1.22 3.07 2.79
H -2.81 3.81 2.50
H -2.08 2.73 1.27
H -0.20 -2.30 -1.70
H -1.03 -1.06 -2.62
H 0.84 -0.98 -4.06
H 1.71 -2.11 -3.04
H 2.47 0.91 -4.34
H 3.70 -0.18 -3.68
H 3.47 1.42 -2.97
H 1.34 -1.79 0.09
H 1.58 -0.17 0.69
H -0.49 0.80 -3.60
H -0.87 2.06 -2.43
H 0.51 2.24 -3.51
H 0.65 2.48 -0.41
H 2.25 1.71 -0.39
H 1.82 2.82 -1.69
*
```

The LUMO energy comes out at 0.654 eV. For the energy relative to the best compared isomer or geometry (same formula, charge and spin), the calculation gives 1.730 eV. The HOMO energy comes out at -0.3326 Ha. For the HOMO-LUMO gap, the calculation gives 9.705 eV.